[1]
Molecular formula: C10H11NO3S
Method: DFT, the ωB97M-V functional and the def2-TZVPD basis

Results
E_LUMO (alpha / beta): 0.0 / 0.0 eV
orbital gap (alpha / beta): 7.160 / 7.161 eV
electronic energy: -1066.25194 Eh

```
26
Properties=species:S:1:pos:R:3:forces:R:3:mulliken_charge:R:1
C 0.206 1.407 2.427 -0.19 -1.19 -2.43 -0.77
C 1.296 0.706 1.966 1.78 1.23 1.78 -0.60
C -0.927 1.463 1.634 1.41 -0.93 -0.88 0.75
C 1.243 0.102 0.760 1.76 -1.82 -1.74 1.10
C -0.970 0.814 0.400 1.53 -0.46 0.54 -0.03
C -0.523 -2.575 -0.038 2.60 2.45 0.52 0.71
C -0.128 -0.830 -1.010 -1.41 -0.78 -0.45 -1.08
C -1.331 -0.373 -1.750 0.35 -1.57 -1.31 0.41
C 2.487 -0.741 0.421 0.31 3.41 -2.16 -1.73
C -0.978 0.563 -2.843 -1.97 2.37 0.97 -1.55
N 0.134 0.087 -0.029 0.10 1.23 2.34 0.17
O 0.344 -2.492 0.767 0.62 -0.73 1.65 -0.48
O -1.361 -3.150 -0.577 -2.83 -1.80 -1.72 -0.51
O -2.057 2.008 2.013 -2.14 1.87 1.34 -0.53
S -2.369 0.514 -0.526 -0.67 -0.64 -0.58 -0.26
H 0.157 1.742 3.378 -0.03 1.38 2.90 0.51
H 2.305 0.688 2.567 -2.30 -0.14 -1.26 0.25
H 0.665 -1.158 -1.649 0.58 0.04 -0.04 0.58
H -1.732 -1.270 -2.292 -0.60 0.55 1.26 0.41
H 2.538 -1.151 -0.590 -0.44 -0.13 0.24 0.26
H 3.383 -0.027 0.442 -1.04 -1.20 0.51 0.46
H 2.454 -1.486 1.131 0.70 -1.76 1.38 0.42
H -0.571 1.466 -2.387 0.21 0.21 -0.42 0.35
H -1.904 0.814 -3.344 -0.39 0.58 -0.14 0.39
H -0.401 0.217 -3.616 1.97 -1.29 -1.49 0.45
H -1.961 2.661 2.746 0.07 -0.88 -0.82 0.33
```
Forces are in eV/Å.

[2]
Molecular formula: C4H8N2O
Method: DFT, the ωB97M-V functional and the def2-TZVPD basis

Results
SMILES: C=C(N)O.C1=NC1
E_LUMO: 0.8 eV
orbital gap: 9.064 eV
electronic energy: -341.86619 Eh

```
15
Properties=species:S:1:pos:R:3:forces:R:3:mulliken_charge:R:1
C 1.329 0.145 1.222 -0.01 -0.06 -0.03 -1.07
C 1.342 -0.662 0.152 0.05 0.27 0.02 0.76
N 1.358 -0.257 -1.175 0.16 0.04 0.08 -0.46
O 1.289 -2.020 0.205 -0.01 -0.06 0.22 -0.51
H 1.236 -0.255 2.227 0.02 0.01 -0.16 0.24
H 1.381 1.221 1.104 -0.02 -0.18 -0.01 0.25
H 1.889 -0.878 -1.772 -0.09 0.07 0.06 0.23
H 1.612 0.713 -1.299 -0.05 -0.09 0.00 0.23
H 1.282 -2.281 1.134 0.02 -0.03 -0.12 0.30
C -1.781 0.706 0.098 0.16 0.42 -0.06 -0.10
N -1.376 1.744 -0.474 -0.13 -0.32 0.34 -0.42
C -1.866 0.588 -1.340 -0.11 -0.19 -0.37 -0.26
H -1.907 0.314 1.099 0.04 0.08 -0.13 0.32
H -1.096 0.042 -1.882 -0.19 0.08 0.09 0.24
H -2.819 0.735 -1.849 0.16 -0.03 0.08 0.23
```
Forces are in eV/Å.

[3]
Molecular formula: C2AgLiO4
Method: DFT, the ωB97M-V functional and the def2-TZVPD basis

Results
charge: +1
multiplicity: 2
⟨S²⟩: 0.75
E_LUMO (alpha / beta): -5.8 / -5.8 eV
orbital gap (alpha / beta): 5.659 / 8.883 eV
electronic energy: -531.42138 Eh

```
8
Properties=species:S:1:pos:R:3:forces:R:3:lowdin_spin:R:1
O -0.596 -0.324 -0.060 0.72 -0.46 0.07 0.16
Ag 0.787 -1.271 2.133 -0.25 0.51 -0.76 0.00
C -1.351 -0.599 -1.042 -0.42 0.23 0.50 0.54
O -2.099 0.104 -1.683 0.48 0.73 -0.36 0.20
Li -1.469 2.262 -1.843 -0.03 -0.81 0.20 0.02
O 1.293 0.934 0.888 -0.03 -0.62 -1.34 0.02
O 0.128 2.089 -0.703 0.21 -0.79 -0.96 0.03
C 0.628 1.229 -0.053 -0.70 1.21 2.66 0.03
```
Forces are in eV/Å.

[4]
Molecular formula: C6H12O
Method: DFT, the ωB97M-V functional and the def2-TZVPD basis

Results
SMILES: CC(C)[C@H]1O[C@H]1C
E_LUMO: 1.1 eV
orbital gap: 10.908 eV
electronic energy: -310.97117 Eh

```
19
Properties=species:S:1:pos:R:3:forces:R:3:mulliken_charge:R:1
C -1.935 -1.112 -0.562 -0.05 -0.30 -0.02 -1.75
C -0.801 -0.201 -0.174 0.45 -0.35 -0.77 0.76
C -1.259 1.108 0.502 0.39 0.44 -0.92 -1.13
C 0.332 -0.833 0.563 -0.19 -0.17 0.07 -0.17
O 1.290 -1.485 -0.257 0.33 -0.39 -0.02 -0.51
C 1.716 -0.344 0.486 0.10 0.14 0.14 0.01
C 2.185 0.876 -0.268 -0.06 -0.05 -0.06 -1.30
H -2.719 -0.527 -1.063 0.17 -0.20 0.07 0.39
H -1.518 -1.827 -1.272 -0.37 -0.29 0.03 0.38
H -2.386 -1.625 0.292 0.05 -0.03 -0.04 0.37
H -0.367 0.105 -1.193 -0.27 -0.74 1.32 0.09
H -0.675 1.507 1.346 -0.17 -0.48 -0.35 0.28
H -2.335 1.302 0.624 0.47 -0.41 -0.09 0.34
H -0.880 1.475 -0.445 -0.75 3.02 0.72 0.34
H 0.038 -1.369 1.470 0.10 -0.05 -0.09 0.45
H 2.358 -0.616 1.326 -0.09 0.07 -0.08 0.46
H 1.542 1.101 -1.122 0.07 -0.02 0.13 0.32
H 3.200 0.714 -0.648 -0.15 -0.01 0.06 0.37
H 2.214 1.750 0.395 -0.04 -0.18 -0.10 0.28
```
Forces are in eV/Å.